# 1
Density functional theory data (wB97M-V/def2-TZVPD) for the ion C7H18NSi with charge +1 in a non-equilibrium geometry.

CARTESIAN COORDINATES (ANGSTROEM)
C: -2.368 0.265 -0.093
C: -2.396 1.709 0.163
C: -1.553 -1.974 -0.056
C: 2.394 1.326 0.962
C: 2.202 -1.639 -0.209
C: 0.757 0.755 -1.696
C: -0.211 -0.202 1.090
N: -1.497 -0.583 0.299
Si: 1.382 0.069 -0.036
H: -3.196 -0.123 -0.678
H: -1.551 2.077 0.735
H: -3.324 1.961 0.680
H: -2.438 2.236 -0.792
H: -1.611 -2.587 0.844
H: -0.643 -2.246 -0.592
H: -2.418 -2.184 -0.683
H: 1.794 2.172 1.291
H: 2.833 0.871 1.848
H: 3.212 1.725 0.365
H: 1.779 -2.386 0.455
H: 2.137 -2.022 -1.223
H: 3.257 -1.576 0.032
H: 1.602 0.983 -2.337
H: 0.134 0.049 -2.238
H: 0.197 1.675 -1.578
H: -0.435 0.678 1.677
H: -0.039 -1.029 1.771

Summary:
Orbital gap, eV: 10.741
Lowest unoccupied orbital energy, Eh: -0.135
HOMO level, Ha: -0.5302
Structure (SMILES): C/C=[N+](/C)C[Si](C)(C)C
Charge: +1
Molar mass, g mol⁻¹: 144.3

Here are the Löwdin charges for atoms 1 to 5, given in e: atom 1 (C): -0.063, atom 2 (C): -0.009, atom 3 (C): -0.005, atom 4 (C): -0.167, atom 5 (C): -0.170

---

# 2
Density functional theory data (wB97M-V/def2-TZVPD) for a structure of composition C7H18O7V in a non-equilibrium geometry.

CARTESIAN COORDINATES (ANGSTROEM)
O: -1.433 0.275 0.098
V: 0.021 -0.080 -0.471
O: -0.129 -1.118 -1.669
C: -0.504 -2.706 1.602
C: 0.152 -1.442 2.203
C: 0.979 -1.790 3.419
O: 0.942 -0.818 1.246
H: 0.244 -3.399 1.205
H: -1.187 -2.503 0.776
H: -1.068 -3.222 2.389
H: -0.747 -0.871 2.496
H: 1.909 -2.355 3.306
H: 0.431 -2.534 4.020
H: 1.175 -0.924 4.053
C: 1.914 3.175 -2.345
C: 1.179 2.143 -1.529
O: 1.635 1.686 -0.456
O: 0.013 1.805 -1.867
H: 2.982 3.121 -2.127
H: 1.586 4.167 -2.032
H: 1.811 3.105 -3.425
C: -1.658 -2.153 -4.820
O: -0.302 -2.064 -4.426
H: -2.204 -1.212 -4.694
H: -1.644 -2.321 -5.899
H: -2.215 -2.931 -4.291
H: -0.298 -1.457 -3.670
C: -0.845 2.491 2.786
O: 0.525 2.840 2.813
H: -1.342 3.116 2.032
H: -1.082 1.452 2.583
H: -1.399 2.740 3.706
H: 0.556 3.783 2.987

Summary:
Orbital gap, eV: 8.673
Lowest unoccupied orbital energy, Eh: 0.117
HOMO level, Ha: -0.2015
Charge: -1
Molar mass, g mol⁻¹: 265.2

Here are the Löwdin charges for atoms 1 to 5, given in e: atom 1 (O): -0.358, atom 2 (V): 0.974, atom 3 (O): -0.384, atom 4 (C): -0.083, atom 5 (C): -0.601

---

# 3
Density functional theory data (wB97M-V/def2-TZVPD) for a structure of composition C7H19Cl2GaO3P.

CARTESIAN COORDINATES (ANGSTROEM)
C: 2.357 1.245 2.468
C: 1.765 -0.103 2.037
O: 0.667 -0.017 1.168
C: 0.924 0.623 -0.074
C: 0.086 1.876 -0.247
O: -1.268 1.564 -0.227
Ga: -2.300 2.238 1.221
P: -3.824 0.527 1.842
C: -2.741 -0.931 1.563
O: -4.779 0.374 0.438
H: 2.460 1.289 3.553
H: 3.350 1.406 2.043
H: 1.716 2.065 2.150
H: 1.394 -0.632 2.915
H: 2.550 -0.735 1.596
H: 1.995 0.829 -0.189
H: 0.634 -0.073 -0.868
H: 0.347 2.315 -1.225
H: 0.361 2.595 0.539
H: -3.129 3.533 0.736
H: -1.302 2.585 2.432
H: -3.301 -1.864 1.645
H: -1.964 -0.894 2.330
H: -2.243 -0.888 0.592
H: -4.752 1.205 -0.029
Cl: 2.290 -4.257 -4.319
C: 1.032 -3.194 -3.624
C: 1.482 -1.760 -3.529
Cl: 2.759 -1.534 -2.312
H: 0.771 -3.587 -2.646
H: 0.165 -3.260 -4.279
H: 0.640 -1.142 -3.218
H: 1.858 -1.397 -4.482

Summary:
Orbital gap, eV: 5.901
Lowest unoccupied orbital energy, Eh: 0.091
HOMO level, Ha: -0.1257
Charge: -1
Molar mass, g mol⁻¹: 322.8

Here are the Löwdin charges for atoms 1 to 5, given in e: atom 1 (C): -0.073, atom 2 (C): -0.280, atom 3 (O): -0.165, atom 4 (C): -0.229, atom 5 (C): -0.373

---

> Which formula does entry 2 have?

C7H18O7V

---

> Among the records above, which one has the lowest HOMO level?

C7H18NSi

---

What did the third record say?
Density functional theory data (wB97M-V/def2-TZVPD) for a structure of composition C7H19Cl2GaO3P.

CARTESIAN COORDINATES (ANGSTROEM)
C: 2.357 1.245 2.468
C: 1.765 -0.103 2.037
O: 0.667 -0.017 1.168
C: 0.924 0.623 -0.074
C: 0.086 1.876 -0.247
O: -1.268 1.564 -0.227
Ga: -2.300 2.238 1.221
P: -3.824 0.527 1.842
C: -2.741 -0.931 1.563
O: -4.779 0.374 0.438
H: 2.460 1.289 3.553
H: 3.350 1.406 2.043
H: 1.716 2.065 2.150
H: 1.394 -0.632 2.915
H: 2.550 -0.735 1.596
H: 1.995 0.829 -0.189
H: 0.634 -0.073 -0.868
H: 0.347 2.315 -1.225
H: 0.361 2.595 0.539
H: -3.129 3.533 0.736
H: -1.302 2.585 2.432
H: -3.301 -1.864 1.645
H: -1.964 -0.894 2.330
H: -2.243 -0.888 0.592
H: -4.752 1.205 -0.029
Cl: 2.290 -4.257 -4.319
C: 1.032 -3.194 -3.624
C: 1.482 -1.760 -3.529
Cl: 2.759 -1.534 -2.312
H: 0.771 -3.587 -2.646
H: 0.165 -3.260 -4.279
H: 0.640 -1.142 -3.218
H: 1.858 -1.397 -4.482

Summary:
Orbital gap, eV: 5.901
Lowest unoccupied orbital energy, Eh: 0.091
HOMO level, Ha: -0.1257
Charge: -1
Molar mass, g mol⁻¹: 322.8

Here are the Löwdin charges for atoms 1 to 5, given in e: atom 1 (C): -0.073, atom 2 (C): -0.280, atom 3 (O): -0.165, atom 4 (C): -0.229, atom 5 (C): -0.373